DFT (the ωB97M-V functional and the def2-TZVPD basis) results for C21H28N4O4 in the gas phase.

Calculated values
E_LUMO: 0.55 eV
Gap between HOMO and LUMO: 8.3 eV
HOMO energy: -7.75 eV
E_tot: -1337.00066 a.u.
Charge: 0
Energy above the lowest of the compared OMol25 structures with the same formula, charge and spin: 375.8 kJ/mol

Last columns: bonded neighbours and bond lengths (Å).
Geometry (Å):
1 C 7.34 1.64 -0.04  C2 1.517, H30 1.087, H31 1.087, H32 1.086
2 C 6.52 0.56 0.64  C1 1.517, O3 1.428, H33 1.096, H34 1.095
3 O 5.21 0.57 0.08  C2 1.428, C4 1.348
4 C 4.40 -0.43 0.48  O3 1.348, O5 1.209, N6 1.354
5 O 4.72 -1.29 1.27  C4 1.209
6 N 3.20 -0.36 -0.13  C4 1.354, C7 1.444, C29 1.452
7 C 2.16 -1.30 0.23  N6 1.444, C8 1.525, H35 1.092, H36 1.095
8 C 0.89 -0.56 0.64  C7 1.525, N9 1.454, H37 1.094, H38 1.097
9 N 0.50 0.37 -0.41  C8 1.454, C10 1.338, C28 1.446
10 C -0.50 1.24 -0.24  N9 1.338, C11 1.401, C26 1.471
11 C -1.54 1.41 0.68  C10 1.401, N12 1.347, C24 1.471
12 N -2.01 0.67 1.71  C11 1.347, C13 1.448, H39 1.011
13 C -3.24 1.02 2.38  N12 1.448, C14 1.534, H40 1.094, H41 1.092
14 C -4.49 1.04 1.48  C13 1.534, C15 1.536, H42 1.091, H43 1.090
15 C -4.73 -0.25 0.70  C14 1.536, N16 1.445, H44 1.089, H45 1.097
16 N -3.84 -0.41 -0.43  C15 1.445, C17 1.446, C18 1.370
17 C -4.12 0.43 -1.57  N16 1.446, H46 1.087, H47 1.093, H48 1.094
18 C -2.84 -1.35 -0.50  N16 1.370, C19 1.406, C23 1.406
19 C -2.56 -2.25 0.54  C18 1.406, C20 1.382, H49 1.080
20 C -1.56 -3.20 0.42  C19 1.382, C21 1.384, H50 1.081
21 C -0.80 -3.30 -0.72  C20 1.384, C22 1.385, H51 1.079
22 C -1.05 -2.40 -1.76  C21 1.385, C23 1.379, H52 1.081
23 C -2.04 -1.45 -1.65  C18 1.406, C22 1.379, H53 1.076
24 C -1.96 2.68 0.07  C11 1.471, O25 1.212, C26 1.512
25 O -2.77 3.54 0.35  C24 1.212
26 C -0.91 2.44 -0.98  C10 1.471, C24 1.512, O27 1.213
27 O -0.58 2.93 -2.04  C26 1.213
28 C 1.42 0.54 -1.52  N9 1.446, C29 1.526, H54 1.095, H55 1.090
29 C 2.84 0.74 -1.00  N6 1.452, C28 1.526, H56 1.097, H57 1.094
30 H 7.40 1.44 -1.11  C1 1.087
31 H 6.87 2.61 0.10  C1 1.087
32 H 8.34 1.66 0.37  C1 1.086
33 H 6.45 0.74 1.72  C2 1.096
34 H 6.97 -0.43 0.49  C2 1.095
35 H 2.53 -1.90 1.06  C7 1.092
36 H 1.94 -1.97 -0.61  C7 1.095
37 H 0.09 -1.29 0.80  C8 1.094
38 H 1.06 -0.01 1.57  C8 1.097
39 H -1.76 -0.30 1.72  N12 1.011
40 H -3.12 2.02 2.81  C13 1.094
41 H -3.38 0.31 3.20  C13 1.092
42 H -5.35 1.23 2.12  C14 1.091
43 H -4.40 1.88 0.79  C14 1.090
44 H -4.66 -1.11 1.36  C15 1.089
45 H -5.76 -0.23 0.31  C15 1.097
46 H -4.98 1.06 -1.35  C17 1.087
47 H -3.28 1.08 -1.82  C17 1.093
48 H -4.36 -0.18 -2.45  C17 1.094
49 H -3.13 -2.24 1.46  C19 1.080
50 H -1.39 -3.88 1.25  C20 1.081
51 H -0.03 -4.05 -0.81  C21 1.079
52 H -0.46 -2.46 -2.66  C22 1.081
53 H -2.19 -0.78 -2.48  C23 1.076
54 H 1.37 -0.35 -2.16  C28 1.095
55 H 1.11 1.40 -2.10  C28 1.090
56 H 2.91 1.69 -0.45  C29 1.097
57 H 3.54 0.79 -1.84  C29 1.094